10
Properties=species:S:1:pos:R:3 method="wB97M-V/def2-TZVPD" lumo_ev=0.931 total_energy_ev=-8203.44134 relative_energy_kj_mol=42.8 smiles=Oc1c[nH]cn1
O -0.60 -0.40 2.14
C -0.27 -0.15 0.85
C 0.99 -0.13 0.31
N 0.77 0.17 -1.02
C -0.56 0.30 -1.20
N -1.22 0.12 -0.08
H -1.57 -0.39 2.17
H 1.97 -0.29 0.74
H 1.48 0.23 -1.74
H -1.00 0.54 -2.16